{
  "formula": "C4H8NS",
  "method": "ωB97M-V/def2-TZVPD",
  "symbols": ["C", "C", "C", "C", "N", "S", "H", "H", "H", "H", "H", "H", "H", "H"],
  "coordinates": [[1.201, 1.634, -3.062], [0.719, 1.382, -1.843], [-0.076, -1.998, 1.862], [-0.277, -1.172, 0.671], [-0.762, -0.696, 1.955], [1.522, 0.686, -0.576], [0.728, 2.284, -3.716], [2.222, 1.327, -3.289], [-0.277, 1.709, -1.581], [-0.646, -2.906, 2.066], [0.890, -2.142, 2.287], [-1.009, -1.349, -0.199], [-1.800, -0.694, 2.078], [-0.370, 0.110, 2.591]],
  "charge": 1,
  "homo_energy_ev": [-12.721, -12.498],
  "de_lowest_ev": 4.517
}